48
Properties=species:S:1:pos:R:3:forces:R:3 method="wB97M-V/def2-TZVPD" e_tot_ha=-1764.875095 e_homo_ev=-8.35 lumo_ha=0.0243 relative_energy_ev=0.070 homo_lumo_gap_ha=0.3312 smiles="CCOC(=O)[C@](NC(=O)N(C)C)(Nc1sc(C)c(CC)c1C#N)C(F)(F)F"
C 1.295533 5.222418 -0.942910 -0.23 -0.40 0.12
C 0.202324 4.175125 -1.022232 -0.15 0.27 -0.29
O 0.367236 3.274217 0.080914 0.32 0.26 -0.02
C -0.620906 2.424247 0.281396 -0.33 0.06 0.41
O -1.691657 2.442633 -0.255246 -0.01 0.27 0.10
C -0.294666 1.517662 1.501604 0.21 -0.11 -0.25
N 1.025022 0.946727 1.331879 0.06 0.02 0.01
C 1.304081 0.467520 0.058731 0.13 0.18 0.19
O 0.576494 0.769558 -0.877421 -0.08 -0.07 -0.36
N 2.413239 -0.281217 -0.068359 0.24 -0.16 -0.06
C 2.697387 -0.894925 -1.345087 -0.14 0.00 -0.19
C 3.287488 -0.605450 1.037866 -0.05 -0.03 0.23
N -1.346017 0.539493 1.700891 -0.12 0.11 0.24
C -1.565944 -0.379531 0.663091 -0.14 -0.17 -0.05
S -2.642396 -0.045337 -0.626386 0.21 -0.99 -0.03
C -2.379868 -1.627452 -1.304842 0.06 0.33 0.37
C -3.079595 -2.017940 -2.561307 0.06 -0.04 -0.01
C -1.494573 -2.364930 -0.580542 -0.01 0.03 -0.15
C -1.066676 -3.768702 -0.877640 -0.18 0.01 0.10
C -1.831961 -4.766981 -0.006744 0.14 0.00 -0.14
C -1.027344 -1.647324 0.561727 -1.00 0.80 -0.64
C -0.047999 -2.095561 1.449165 0.62 -0.19 0.56
N 0.794860 -2.390965 2.175618 0.05 -0.19 0.21
C -0.259499 2.405401 2.753882 0.11 0.47 0.47
F 0.734995 3.292685 2.737903 0.09 -0.03 -0.14
F -1.392346 3.080950 2.936481 -0.21 -0.04 -0.25
F -0.072777 1.658646 3.860686 0.02 -0.45 0.07
H 1.226943 5.762723 -0.002778 0.01 0.11 0.07
H 2.271212 4.748348 -0.999701 0.14 0.01 -0.03
H 1.189302 5.922277 -1.766577 0.01 0.08 -0.08
H 0.266099 3.589405 -1.945104 -0.06 0.05 0.11
H -0.795064 4.623448 -0.961200 0.16 -0.09 -0.05
H 1.394488 0.437707 2.123317 -0.08 0.01 -0.05
H 3.674114 -0.574240 -1.712279 0.01 -0.04 -0.02
H 2.686311 -1.983123 -1.250622 0.04 -0.02 -0.04
H 1.928101 -0.584974 -2.049147 0.10 -0.07 0.00
H 4.203396 -1.030956 0.634034 0.02 0.04 0.03
H 2.827845 -1.341560 1.705856 0.13 0.05 -0.02
H 3.544737 0.293637 1.599380 0.07 0.00 0.02
H -1.224850 0.057855 2.589398 0.03 0.12 -0.17
H -3.703788 -1.198519 -2.905234 -0.11 -0.01 -0.16
H -2.361303 -2.259946 -3.344469 -0.02 0.00 -0.09
H -3.709761 -2.891524 -2.397180 -0.08 -0.02 -0.05
H 0.003532 -3.870385 -0.679500 0.02 -0.02 -0.12
H -1.243596 -3.989808 -1.930846 0.10 0.00 -0.03
H -1.528372 -5.784203 -0.241795 -0.01 -0.14 0.04
H -2.902508 -4.674963 -0.175033 -0.11 -0.01 0.02
H -1.631273 -4.582165 1.046361 -0.03 -0.02 0.11



45
Properties=species:S:1:pos:R:3:forces:R:3 method="wB97M-V/def2-TZVPD" e_tot_ha=-2919.828677 e_homo_ev="-6.97 / -6.93" lumo_ha="0.0131 / 0.0129" homo_lumo_gap_ha="0.2692 / 0.2678"
Fe -1.309884 0.770691 0.678961 -0.41 -1.37 -0.30
N -3.906222 3.962325 0.120342 0.06 0.01 -0.05
C -2.777649 3.203919 0.308638 0.09 0.01 -0.13
S -2.610093 2.361431 1.838197 0.14 0.27 0.08
N -1.915726 3.157773 -0.670224 -0.10 -0.17 0.37
N -0.853515 2.317712 -0.294233 0.11 0.51 -0.31
C 0.331263 2.766791 -0.466961 0.05 -0.01 0.08
C 1.528737 2.130253 0.056838 -0.11 -0.07 -0.05
C 2.767244 2.595636 -0.406253 0.03 -0.05 0.03
C 3.956491 2.069355 0.046367 -0.01 0.02 0.00
C 3.913785 1.066543 1.022247 0.03 -0.02 0.03
C 2.718777 0.603752 1.522299 0.04 0.08 -0.07
C 1.482268 1.104686 1.051486 -0.14 0.04 -0.06
O 0.378142 0.607937 1.521557 0.38 0.35 0.22
H -4.382877 4.245335 0.958936 -0.01 -0.01 0.01
H -3.828402 4.662463 -0.601217 -0.03 0.02 0.01
H 0.432178 3.713715 -0.994378 0.03 0.03 0.04
H 2.773704 3.390351 -1.144990 0.00 -0.01 0.00
H 4.902176 2.436176 -0.328107 0.00 0.00 0.00
H 4.840026 0.650306 1.401593 0.00 0.00 -0.01
H 2.686899 -0.164346 2.284730 -0.01 0.00 -0.01
N -3.260076 -0.074541 0.286764 -0.26 0.40 -0.03
H -3.812082 0.266054 1.071129 -0.02 -0.08 0.01
H -3.498059 -1.040397 0.096471 0.09 -0.02 0.00
H -3.568581 0.480612 -0.508552 -0.04 -0.06 -0.04
C -1.637787 -1.466589 -2.127930 0.01 -0.10 -0.05
P -0.471614 -0.793698 -0.889656 0.06 0.22 0.33
C 0.925558 -0.364162 -1.973340 0.05 -0.04 -0.09
C 0.093650 -2.280564 -0.001837 0.04 -0.04 -0.08
C 1.445627 -2.572688 0.156919 -0.01 0.03 0.02
C 1.846771 -3.657467 0.924887 0.00 0.01 -0.01
C 0.903957 -4.464826 1.541398 0.01 -0.01 0.00
C -0.446589 -4.183528 1.389183 0.00 0.00 0.00
C -0.845129 -3.097073 0.627745 -0.03 -0.01 0.00
H -2.497554 -1.942326 -1.658326 0.02 -0.01 0.01
H -1.139889 -2.209381 -2.752080 -0.02 0.01 -0.02
H -1.999688 -0.654115 -2.760385 0.01 0.02 0.02
H 1.202497 -1.215473 -2.598210 -0.01 -0.01 0.01
H 1.789483 -0.032004 -1.401875 -0.02 0.01 0.03
H 0.617725 0.461962 -2.616139 -0.01 0.01 0.03
H 2.198139 -1.943884 -0.300248 0.00 0.00 0.00
H 2.902226 -3.866515 1.043215 0.00 0.00 0.00
H 1.218720 -5.307360 2.143339 0.00 0.00 -0.01
H -1.189422 -4.806950 1.869934 0.00 0.00 0.00
H -1.905215 -2.887901 0.531783 0.00 0.02 -0.01



47
Properties=species:S:1:pos:R:3:forces:R:3 method="wB97M-V/def2-TZVPD" e_tot_ha=-1468.905521 e_homo_ev=-4.07 lumo_ha=-0.0768 relative_energy_ev=0.000 homo_lumo_gap_ha=0.0726 total_charge=-1
In -14.802256 -11.252213 7.443267 -0.03 -0.07 0.22
C -17.939315 -10.102098 6.692174 0.76 0.21 1.67
O -16.966173 -9.385283 6.297175 0.12 -0.01 -0.54
O -18.974800 -9.520081 7.097144 -0.06 -0.58 -0.55
O -17.695861 -11.341714 6.858837 -0.42 0.26 -0.55
C -10.541009 -9.755769 8.510434 -0.31 -2.78 -0.73
C -11.382040 -10.890528 8.253897 -0.60 1.58 0.56
C -12.013272 -11.643085 9.471189 1.22 0.17 0.38
O -12.876655 -12.483933 9.224445 -0.60 -0.31 -0.20
C -11.559454 -11.288037 10.783247 -0.67 -0.89 -1.30
C -10.788011 -10.157785 11.038354 0.89 0.41 1.59
C -10.339740 -9.355244 9.828753 -1.29 4.03 0.46
O -10.298124 -8.096963 9.922196 0.99 -1.28 0.95
O -10.590908 -9.784630 12.209051 0.30 0.16 -1.25
O -11.901945 -11.016304 7.140957 -0.31 -0.79 -0.44
H -10.362143 -9.070582 7.696597 0.20 0.04 0.04
H -11.899524 -11.785465 11.681990 -0.25 -0.24 -0.23
C -16.902120 -12.056385 12.715539 -0.98 0.80 -0.20
C -15.752852 -12.238058 11.723965 0.72 -0.24 -0.28
C -14.716775 -13.268855 12.230373 -0.79 -0.08 0.10
C -15.154369 -14.730856 12.055264 -0.07 0.69 -0.18
C -15.583716 -14.966903 10.623684 0.83 -0.54 -1.15
C -16.633240 -13.990458 10.074799 -0.18 -0.88 -0.52
N -16.173704 -12.647720 10.378196 0.23 0.71 -0.43
O -17.017675 -11.649100 9.791009 0.18 -0.74 0.72
C -16.669659 -14.120786 8.546779 0.25 -0.05 -0.08
C -18.008622 -14.431342 10.621971 0.13 -0.15 0.92
C -14.997901 -10.912197 11.613898 0.09 0.74 0.33
H -17.493159 -12.934936 12.974316 0.48 -0.26 0.16
H -17.652637 -11.371871 12.299048 0.06 0.01 -0.27
H -16.608165 -11.490655 13.601137 0.34 -0.45 0.17
H -13.762616 -13.079901 11.738411 -0.10 -0.14 -0.19
H -14.579703 -13.106057 13.302141 0.11 0.21 0.00
H -15.987049 -14.946204 12.728371 0.27 -0.20 0.31
H -14.241435 -15.274755 12.299591 -0.43 -0.67 0.13
H -15.934005 -15.962911 10.329380 -0.34 -0.20 0.86
H -14.664978 -14.968052 10.023744 -0.05 0.81 -0.16
H -17.348811 -13.409266 8.079098 0.16 0.19 0.08
H -15.641450 -13.981030 8.201718 -0.08 0.15 -0.25
H -16.986781 -15.108845 8.206077 0.04 -0.14 0.31
H -17.882835 -14.737149 11.665116 -0.28 0.55 0.21
H -18.786951 -13.675171 10.515105 -0.01 0.01 0.09
H -18.384797 -15.365982 10.201502 0.21 0.20 -0.65
H -14.197071 -10.815854 10.880262 -0.07 -0.84 -0.17
H -14.503321 -10.780246 12.579957 -0.10 0.37 0.03
H -15.623744 -10.045586 11.391154 -0.33 -0.15 0.35
H -17.829910 -11.716902 10.314891 -0.25 0.38 -0.32



45
Properties=species:S:1:pos:R:3:forces:R:3 method="wB97M-V/def2-TZVPD" s2=3.8068 e_tot_ha=-2559.352352 e_homo_ev="-22.16 / -22.14" spin_multiplicity=4 lumo_ha="-0.5788 / -0.6673" relative_energy_ev=8.368 homo_lumo_gap_ha="0.2354 / 0.1461" total_charge=+4
N -2.887020 1.778249 1.787057 -0.49 0.63 -2.23
C -2.393158 1.422574 2.794612 0.57 -0.68 3.74
C -2.161866 1.014701 4.164639 0.74 -0.10 -0.46
H -1.777060 -0.016883 4.215937 -0.18 0.31 -0.09
H -3.108826 1.041505 4.713790 -0.51 0.14 0.07
H -1.477402 1.717892 4.688397 -0.47 -0.16 -0.32
N -1.668248 -0.007417 -3.755132 -0.13 -0.68 1.41
C -2.034338 0.969584 -4.247202 0.56 0.42 0.08
C -2.265440 2.304648 -4.793697 -0.05 0.26 -0.14
H -3.320840 2.534307 -4.944929 -0.05 -0.27 0.06
H -1.765041 2.415408 -5.766190 -0.01 -0.16 0.27
H -1.857688 3.047132 -4.085327 -0.06 -0.36 -0.29
N 3.497145 -0.764569 1.029443 1.55 -1.52 -2.75
C 4.079379 -1.262674 0.132824 -1.59 1.34 3.53
C 4.752752 -1.912582 -0.944669 0.43 -0.50 -0.51
H 5.186757 -1.168168 -1.613925 0.07 -0.07 -0.02
H 4.009461 -2.506512 -1.485466 0.27 -0.04 -0.08
H 5.548835 -2.578056 -0.567254 -0.30 0.28 -0.12
Mn -1.161936 -1.509814 -1.565034 3.84 12.34 -8.92
C 1.954835 0.689290 -0.414569 2.68 -0.56 -3.49
O 2.518997 0.521260 -1.405929 -2.20 0.78 2.97
C -0.858526 0.136896 -0.905646 2.27 10.65 1.97
O -0.583470 1.292970 -0.690872 -2.38 -7.98 -1.22
C -2.630457 -1.807476 -0.520014 -2.01 -2.09 1.54
C -1.420782 -2.112907 0.201149 -0.32 -2.23 1.93
C -0.344499 -2.774177 -0.476006 -0.30 -2.61 2.14
C -0.452240 -3.157579 -1.859392 -1.53 -3.59 0.73
C -1.783447 -3.095480 -2.481478 -1.19 -1.03 0.55
C -2.838880 -2.350849 -1.837497 -1.25 -3.41 0.74
H -3.405542 -1.221346 -0.026596 0.25 0.14 -0.33
H -1.320836 -1.703317 1.221527 0.23 -0.36 -0.72
H 0.607550 -2.884601 0.023076 0.19 0.28 0.04
H 0.401659 -3.572057 -2.378996 0.08 0.23 -0.27
H -1.946538 -3.361246 -3.522997 0.30 -0.19 0.05
H -3.821422 -2.189647 -2.296246 0.64 0.30 -0.34
C 1.475738 3.410354 2.369449 0.15 1.13 -1.12
S 1.203448 1.689048 1.985114 -0.31 0.91 2.77
C 2.278999 0.952628 3.201718 0.61 -1.13 0.12
O -0.202658 1.405829 2.453369 0.38 -0.61 -0.99
H 2.405391 3.532017 2.932100 -0.12 -0.12 -0.25
H 0.608822 3.733621 2.948793 0.01 -0.06 -0.07
H 1.531268 3.943317 1.417711 -0.02 0.32 0.21
H 1.622390 0.481915 3.936651 0.00 -0.02 -0.08
H 2.903934 0.199452 2.699876 -0.12 0.10 0.14
H 2.900801 1.722755 3.667835 -0.20 -0.04 -0.25